# 1
DFT (wB97M-V/def2-TZVPD) results for a cluster of 5 separate species, C2H12O4 in total at a distorted geometry.

Bonds (Å) are listed after each position.
Atoms and positions in Å:
1 C 2.55084 0.53775 -1.85462  C2 1.333, H3 1.071, H4 1.085
2 C 2.04223 -0.56634 -2.40207  C1 1.333, H5 1.082, H6 1.066
3 H 2.85176 1.45764 -2.31417  C1 1.071
4 H 2.78577 0.38288 -0.80706  C1 1.085
5 H 1.95532 -0.87057 -3.43682  C2 1.082
6 H 1.42570 -1.09573 -1.71218  C2 1.066
7 O -1.92378 -0.98804 0.54259  H8 0.946, H9 0.961
8 H -1.60045 -1.82731 0.83592  O7 0.946
9 H -1.69111 -0.21592 0.02067  O7 0.961
10 O 0.76381 -1.57079 1.91427  H11 0.961, H12 0.965
11 H 0.79962 -2.48859 2.19772  O10 0.961
12 H -0.08099 -1.44372 1.46548  O10 0.965
13 O -0.69026 1.38375 1.98212  H14 0.965, H15 0.966
14 H -1.57751 1.09900 2.23255  O13 0.965
15 H -0.17286 0.56932 2.01675  O13 0.966
16 O -1.89495 1.36087 -1.08868  H17 0.966, H18 0.973
17 H -1.15110 1.74924 -1.56634  O16 0.966
18 H -1.62302 1.48434 -0.16292  O16 0.973

relative energy (zero: lowest compared OMol25 entry of this formula, charge and spin)	238.93	kJ/mol
SMILES	C=C.O.O.O.O
HOMO level	-9.81	eV
electronic energy	-10456.518	eV
frontier orbital gap	10.1	eV

=====

# 2
DFT (wB97M-V/def2-TZVPD) results for a cluster of 5 separate species, C2H12O5 in total at a distorted geometry.

Bonds (Å) are listed after each position.
Atoms and positions in Å:
1 C 2.42590 0.79432 -0.04711  C2 1.312, H4 1.081, H5 1.088
2 C 1.73785 -0.26861 0.29592  C1 1.312, O3 1.408, H6 1.083
3 O 1.12055 -0.61338 1.51389  C2 1.408, H7 0.972
4 H 2.84975 0.99782 -1.01998  C1 1.081
5 H 2.65260 1.73393 0.45137  C1 1.088
6 H 1.53385 -1.12256 -0.33745  C2 1.083
7 H 1.80698 -0.28555 2.11959  O3 0.972
8 O -1.92938 -1.73471 0.17144  H9 0.968, H10 0.965
9 H -1.03444 -1.67582 0.53588  O8 0.968
10 H -2.48417 -1.76282 0.96008  O8 0.965
11 O 0.02466 -1.15554 -2.90549  H12 0.968, H13 0.965
12 H -0.70168 -1.53479 -2.39013  O11 0.968
13 H -0.09873 -0.20615 -2.78156  O11 0.965
14 O -2.19553 0.66826 -0.98297  H15 0.962, H16 0.975
15 H -1.59737 0.83998 -0.24989  O14 0.962
16 H -2.51034 -0.24755 -0.87256  O14 0.975
17 O -0.92764 1.98983 1.91216  H18 0.967, H19 0.974
18 H -0.56545 1.09410 1.87806  O17 0.967
19 H -0.10741 2.48925 1.74875  O17 0.974

relative energy (zero: lowest compared OMol25 entry of this formula, charge and spin)	129.11	kJ/mol
SMILES	C=CO.O.O.O.O
HOMO level	-10.35	eV
electronic energy	-12504.844	eV
frontier orbital gap	10.6	eV

=====

# 3
DFT (wB97M-V/def2-TZVPD) results for a cluster of 4 separate species, C2H12O5 in total at a distorted geometry.

Bonds (Å) are listed after each position.
Atoms and positions in Å:
1 O -1.08501 -1.23303 0.63770  C2 1.350, H5 0.960
2 C -0.24545 -1.85057 1.49514  O1 1.350, C3 1.622, H6 1.090, H7 1.090
3 C 1.28313 -1.75163 0.96138  C2 1.622, O4 1.429, H8 1.090, H9 1.090
4 O 1.57061 -2.55427 -0.18482  C3 1.429, H10 0.960
5 H -1.29445 -1.90618 -0.01391  O1 0.960
6 H -0.10530 -1.24837 2.39281  C2 1.090
7 H -0.58342 -2.84364 1.79128  C2 1.090
8 H 1.98206 -1.87204 1.78909  C3 1.090
9 H 1.41935 -0.71933 0.63907  C3 1.090
10 H 1.59118 -2.11901 -1.04023  O4 0.960
11 O 0.70881 3.28443 0.83538  H12 0.957, H13 0.957
12 H 1.02193 3.48599 1.71717  O11 0.957
13 H 0.75646 4.11807 0.36740  O11 0.957
14 O -1.38109 0.59369 -3.51201  H15 0.957, H16 0.957
15 H -1.55220 1.13285 -2.73983  O14 0.957
16 H -1.54727 1.17627 -4.25310  O14 0.957
17 O -1.09136 1.54731 -0.57718  H18 0.957, H19 0.957
18 H -1.13385 0.75242 -0.04561  O17 0.957
19 H -0.31419 2.00710 -0.25966  O17 0.957

relative energy (zero: lowest compared OMol25 entry of this formula, charge and spin)	81.80	kJ/mol
SMILES	OCCO.O.O.O
HOMO level	-9.79	eV
electronic energy	-12505.335	eV
frontier orbital gap	10.2	eV